Entry 1:
DFT (the ωB97M-V functional and the def2-TZVPD basis) results for C28H23F3N6O6S as an isolated structure.

The HOMO-LUMO gap comes out at 0.2539 Ha. As for the net charge: 0. The value obtained for the largest force on an atom is 6.1 eV/Å. The highest occupied orbital energy is -0.3029 hartree. The LUMO energy is -1.335 eV.

```
67
Properties=species:S:1:pos:R:3:forces:R:3
C 4.0990 -0.3684 1.7678 0.3 -1.2 -0.6
C 2.7950 -1.1660 1.2318 0.5 -0.1 0.8
C 3.0369 -2.0757 -0.0758 -0.4 1.2 -0.7
N 1.6165 -1.0163 1.8424 1.1 2.2 -3.8
C 0.7168 -0.4843 0.7699 0.2 0.4 -0.9
C 1.2280 0.7906 0.0335 -2.8 -1.9 -0.7
C 0.4047 1.4400 -1.1539 -2.5 -3.3 1.0
C 1.0299 2.7212 -1.8538 0.7 -0.2 0.4
F 0.3839 3.1211 -3.0488 1.4 -0.7 3.1
F 2.4060 2.4724 -2.2150 -3.3 0.8 0.9
F 1.0437 3.7901 -0.8838 0.0 -2.2 -2.9
C -0.9480 0.7971 -1.5578 3.0 -0.2 2.3
C -1.4083 -0.5035 -0.7758 -0.9 -2.1 1.4
N -2.6335 -1.2846 -0.9871 3.8 0.6 2.0
S -2.6079 -2.5925 0.1041 1.9 2.3 -0.5
N -1.1670 -2.4278 1.0096 -0.4 4.6 -4.0
C -0.6232 -1.2214 0.4175 0.7 1.7 -0.9
H 5.0116 -1.0860 1.8861 -1.7 1.5 -0.1
H 4.3854 0.3575 0.9094 -0.6 -1.1 1.3
H 3.8961 0.2435 2.7090 0.1 -1.1 -1.3
H 2.0580 -2.4176 -0.5782 1.4 0.7 1.1
H 3.5740 -1.4033 -0.8530 -0.6 -1.3 1.2
H 3.6482 -3.0208 0.1315 -0.7 1.6 0.1
H 2.2220 1.3010 0.3199 -1.9 -1.1 -0.3
H -1.6057 1.2292 -2.3810 1.1 -0.8 1.3
C -0.1785 5.3205 -5.0936 0.0 0.1 0.0
C -1.1372 6.3138 -5.2720 0.1 -0.2 -0.2
C -1.9108 6.3359 -6.4280 -0.1 0.1 0.0
C -1.7183 5.3536 -7.3984 0.5 0.0 0.7
C -0.7546 4.3608 -7.2288 0.0 -0.1 0.0
C 0.0163 4.3484 -6.0707 -0.2 0.2 0.0
N -2.5478 5.3579 -8.6060 -0.4 0.0 -0.6
O -3.3705 6.2554 -8.7294 0.5 -0.5 0.1
O -2.3737 4.4619 -9.4205 -0.1 0.5 0.5
H 0.4194 5.3033 -4.1878 -0.1 0.0 -0.1
H -1.2835 7.0697 -4.5074 0.0 -0.1 -0.1
H -2.6544 7.1152 -6.5548 0.1 -0.2 -0.2
H -0.5952 3.5958 -7.9810 -0.2 0.2 0.0
H 0.7672 3.5784 -5.9272 -0.1 0.1 0.0
C -8.5295 -1.5870 2.7929 0.0 0.0 0.0
C -9.1069 -1.5881 1.5263 0.3 -0.1 0.1
C -8.3954 -2.0791 0.4366 -0.1 0.0 -0.1
C -7.1054 -2.5717 0.6282 -0.4 0.3 0.7
C -6.5190 -2.5663 1.8927 0.1 0.0 0.0
C -7.2371 -2.0706 2.9761 -0.1 0.0 -0.2
N -6.3616 -3.1130 -0.5115 0.2 -0.2 -0.7
O -6.8997 -3.0844 -1.6085 0.3 0.0 0.7
O -5.2438 -3.5673 -0.2997 -0.7 0.2 -0.1
H -9.0902 -1.2079 3.6422 0.1 0.0 -0.1
H -10.1141 -1.2083 1.3892 0.1 -0.1 0.0
H -8.8568 -2.0743 -0.5450 0.2 -0.1 0.1
H -5.5139 -2.9432 2.0496 -0.1 0.0 -0.2
H -6.7911 -2.0646 3.9652 0.0 0.0 -0.1
C 6.7514 -2.4184 7.4157 0.0 0.0 0.0
C 5.6577 -1.8935 6.7332 0.2 -0.2 -0.1
C 5.4478 -2.2201 5.3975 -0.1 0.0 0.0
C 6.3393 -3.0787 4.7555 0.1 0.2 0.8
C 7.4405 -3.6016 5.4314 0.1 -0.1 0.0
C 7.6437 -3.2670 6.7662 -0.2 0.1 -0.1
N 6.1083 -3.4453 3.3566 0.0 -0.3 -0.5
O 5.1405 -2.9510 2.7900 0.5 -0.5 0.4
O 6.8909 -4.2259 2.8347 -0.4 0.5 0.3
H 6.9089 -2.1656 8.4601 0.0 0.0 -0.1
H 4.9663 -1.2315 7.2443 0.1 -0.1 -0.1
H 4.5916 -1.8044 4.8771 0.2 -0.2 -0.1
H 8.1413 -4.2663 4.9378 -0.2 0.1 -0.1
H 8.4960 -3.6708 7.3026 -0.1 0.0 -0.1
```
Forces are in eV/Å.

***

Entry 2:
DFT (the ωB97M-V functional and the def2-TZVPD basis) results for C28H23N4O3S4W as an isolated structure.

The HOMO-LUMO gap (alpha / beta) comes out at 0.2613 / 0.2772 Ha. As for the multiplicity: 4. As for the net charge: 0. The calculation puts the energy above the lowest of the compared OMol25 structures with the same formula, charge and spin at 0.00 kcal/mol. The value obtained for the largest force on an atom is 0.4 eV/Å. The highest occupied orbital energy (alpha / beta) is -0.2562 / -0.2840 hartree. The LUMO energy (alpha / beta) is 0.141 / -0.185 eV.

```
63
Properties=species:S:1:pos:R:3:forces:R:3
W 2.0701 0.6278 -1.8663 0.4 -0.1 0.1
O 0.4612 0.2250 -0.6497 0.0 -0.1 -0.3
N 0.4040 0.8121 0.6297 0.0 0.1 0.0
C -1.3948 0.7602 2.4752 0.0 0.0 0.0
C -2.0573 2.0983 2.3763 0.0 0.0 0.0
C -1.7383 3.0494 1.4997 0.1 0.0 0.0
C -0.6063 3.1044 0.5713 0.0 0.0 0.1
C 0.3962 2.2702 0.2869 0.1 0.0 0.0
S 1.7953 2.7202 -0.6831 -0.2 -0.1 0.2
H -0.6071 0.7377 3.2331 0.0 0.0 0.0
H -2.8901 2.2747 3.0456 0.0 0.0 0.0
H -2.3474 3.9440 1.4930 0.0 0.0 0.0
H -0.4933 4.0582 0.0699 0.0 0.0 0.0
C 1.4531 2.5383 2.9076 0.0 0.0 0.1
C 1.9572 1.1549 2.5748 0.1 -0.1 0.1
C 2.9636 0.6777 3.4122 -0.1 0.1 0.0
C 3.5493 -0.5517 3.2081 0.0 -0.1 -0.1
C 3.1491 -1.3258 2.1418 0.0 0.1 0.0
C 2.1671 -0.8981 1.2486 0.1 0.0 0.0
N 1.9443 -1.7152 0.1201 -0.1 -0.1 0.1
C 2.8983 -2.6997 -0.2748 0.1 0.1 0.0
C 2.7453 -4.0430 0.0269 0.1 0.0 0.0
C 3.6793 -4.9698 -0.4231 0.0 0.0 0.0
C 4.7663 -4.5601 -1.1780 0.0 0.1 0.0
C 4.9091 -3.2201 -1.5190 0.0 -0.1 0.0
C 3.9868 -2.2948 -1.0655 -0.1 -0.1 0.1
C 3.9361 -0.8740 -1.5053 -0.3 0.0 -0.3
O 3.9552 0.0700 -0.6861 0.1 0.1 0.1
O 3.5646 -0.6307 -2.7267 -0.1 0.0 0.3
C 1.5478 0.3529 1.4986 0.0 0.0 -0.1
C -0.8991 0.2542 1.1411 0.0 0.0 0.0
H 1.8188 2.8037 3.8981 0.0 0.0 0.0
H 0.3720 2.6404 2.9195 0.0 0.0 0.0
H 1.8486 3.2642 2.1975 0.0 0.0 0.0
H 3.2810 1.2984 4.2384 0.0 0.0 0.0
H 4.3196 -0.9089 3.8777 0.0 0.0 0.0
H 3.6153 -2.2842 1.9697 0.0 0.0 0.0
H 0.9873 -1.8908 -0.1353 0.0 0.0 -0.1
H 1.8981 -4.3593 0.6227 0.0 0.0 0.0
H 3.5544 -6.0158 -0.1784 0.0 0.0 0.0
H 5.4899 -5.2849 -1.5246 0.0 0.0 0.0
H 5.7250 -2.8987 -2.1522 0.0 0.0 0.0
H -0.7204 -0.8194 1.1714 0.0 0.0 0.0
H -1.6181 0.4692 0.3509 0.0 0.0 0.0
H -2.1364 0.0289 2.8065 0.0 0.0 0.0
S -3.5411 3.6320 -1.4173 -0.2 0.3 0.0
C -2.6262 2.4879 -2.1795 0.1 -0.3 0.1
S -0.9893 2.7467 -2.6628 0.0 0.1 -0.3
C -0.8622 1.0982 -3.2041 -0.2 0.0 0.1
N -1.9522 0.4252 -3.0644 0.2 0.0 0.0
N -2.9318 1.1991 -2.4823 0.2 0.1 -0.1
C -4.1883 0.5630 -2.2744 -0.1 0.0 0.0
C -4.7166 -0.2143 -3.2941 0.1 0.0 -0.1
C -5.9249 -0.8588 -3.1031 -0.1 0.0 0.1
C -6.6086 -0.7257 -1.8999 0.1 0.0 -0.1
C -6.0674 0.0517 -0.8872 0.0 0.0 0.0
C -4.8524 0.6970 -1.0669 -0.1 0.0 0.1
S 0.6472 0.4457 -3.8066 -0.2 0.1 0.0
H -4.1681 -0.3156 -4.2202 0.0 0.0 0.0
H -6.3362 -1.4650 -3.8993 0.0 0.0 0.0
H -7.5569 -1.2249 -1.7540 0.0 0.0 0.0
H -6.5923 0.1584 0.0532 0.0 0.0 0.0
H -4.4337 1.3093 -0.2818 0.0 0.0 0.0
```
Forces are in eV/Å.

***

Entry 3:
DFT (the ωB97M-V functional and the def2-TZVPD basis) results for C28H24AsCl2N2O3STl as an isolated structure.

The HOMO-LUMO gap comes out at 0.2808 Ha. As for the net charge: 0. The calculation puts the energy above the lowest of the compared OMol25 structures with the same formula, charge and spin at 6.19 kcal/mol. The value obtained for the largest force on an atom is 0.3 eV/Å. The highest occupied orbital energy is -0.2695 hartree. The LUMO energy is 0.308 eV.

```
62
Properties=species:S:1:pos:R:3:forces:R:3
Tl -0.6786 -1.2124 0.7239 0.1 0.0 0.1
Cl 5.7212 1.8851 3.8648 0.0 0.0 0.0
C 4.5141 1.0147 2.9573 0.0 0.0 0.0
C 4.7020 0.8167 1.5815 0.0 0.0 0.0
C 3.7700 0.1298 0.8577 0.0 0.0 0.0
Cl 4.0494 -0.1582 -0.8322 0.0 0.0 0.0
C 2.5563 -0.4012 1.4254 0.0 0.0 0.0
O 1.7339 -1.0415 0.7119 0.0 0.1 0.0
C 2.4108 -0.1606 2.8323 0.0 0.0 0.0
C 1.2403 -0.5607 3.5795 0.1 0.0 0.0
O 0.1786 -0.9954 3.1551 0.0 0.0 0.0
C 3.4003 0.5187 3.5685 0.0 0.0 0.0
H 5.5915 1.1953 1.0964 0.0 0.0 0.0
H 1.3405 -0.4175 4.6732 0.0 0.0 0.0
H 3.2616 0.6542 4.6354 0.0 0.0 0.0
S -3.0248 0.7784 2.2022 0.0 0.0 0.0
C -3.7518 0.7956 0.7008 0.0 0.0 -0.1
N -5.0869 0.9178 0.4651 0.0 0.0 0.0
C -5.3948 0.6517 -0.9358 0.0 0.0 0.0
C -4.0402 0.9427 -1.5936 0.0 0.0 0.0
N -3.1253 0.7055 -0.4862 -0.1 0.0 0.0
H -5.7197 0.6885 1.2126 0.0 0.0 0.0
H -6.1848 1.3036 -1.3041 0.0 0.0 0.0
H -5.6931 -0.3900 -1.0859 0.0 0.0 0.0
H -3.9785 1.9807 -1.9341 0.0 0.0 0.0
H -3.8329 0.2813 -2.4326 0.0 0.0 0.0
H -2.1219 0.9016 -0.5245 0.0 0.0 0.0
O -0.4044 1.3302 -0.0603 -0.1 0.0 -0.2
As -0.4241 2.9868 -0.0088 0.1 0.0 0.2
C 1.0541 3.6476 -1.0296 0.0 0.0 0.0
C 1.2268 5.0072 -1.2693 0.0 0.0 0.0
C 2.3486 5.4396 -1.9575 0.0 0.0 0.0
C 3.2930 4.5160 -2.3916 0.0 0.0 0.0
C 3.1202 3.1631 -2.1411 0.0 0.0 0.0
C 1.9944 2.7206 -1.4585 0.0 0.0 0.0
C -2.0180 3.7955 -0.7206 0.0 0.0 0.0
C -3.1464 3.9246 0.0852 0.0 0.0 0.0
C -4.3084 4.4652 -0.4447 0.0 0.0 0.0
C -4.3406 4.8858 -1.7690 0.0 0.0 0.0
C -3.2165 4.7543 -2.5721 0.0 0.0 0.0
C -2.0526 4.2050 -2.0498 0.0 0.0 0.0
C -0.2276 3.6411 1.7767 0.0 0.0 0.0
C 0.4360 2.8184 2.6769 0.0 0.0 0.0
C 0.6881 3.2756 3.9606 0.0 0.0 0.0
C 0.2724 4.5448 4.3395 0.0 0.0 0.0
C -0.3933 5.3633 3.4368 0.0 0.0 0.0
C -0.6416 4.9148 2.1475 0.0 0.0 0.0
H 0.4936 5.7268 -0.9218 0.0 0.0 0.0
H 2.4915 6.4949 -2.1497 0.0 0.0 0.0
H 4.1724 4.8578 -2.9223 0.0 0.0 0.0
H 3.8641 2.4465 -2.4624 0.0 0.0 0.0
H 1.8499 1.6681 -1.2435 0.0 0.0 0.0
H -3.1259 3.5803 1.1135 0.0 0.0 0.0
H -5.1881 4.5578 0.1785 0.0 0.0 0.0
H -5.2464 5.3166 -2.1762 0.0 0.0 0.0
H -3.2435 5.0792 -3.6040 0.0 0.0 0.0
H -1.1733 4.1025 -2.6748 0.0 0.0 0.0
H 0.7490 1.8277 2.3722 0.0 0.0 0.0
H 1.2138 2.6414 4.6627 0.0 0.0 0.0
H 0.4676 4.8986 5.3436 0.0 0.0 0.0
H -0.7204 6.3504 3.7365 0.0 0.0 0.0
H -1.1649 5.5535 1.4454 0.0 0.0 0.0
```
Forces are in eV/Å.